This record from the OMol25 dataset describes a cluster of 2 separate species, C18H26N3O4 in total. The level of theory is ωB97M-V with the def2-TZVPD basis set.

Geometry as XYZ:
```
51
C18H26N3O4 ωB97M-V with the def2-TZVPD basis set
C -1.70 3.10 -2.80
C -2.31 1.83 -2.30
O -1.67 0.87 -2.01
O -3.67 1.83 -2.14
C -4.02 2.26 -0.82
C -4.56 1.08 -0.01
C -3.76 0.77 1.28
C -3.46 1.99 2.06
N -4.39 2.73 2.69
C -3.80 3.83 3.26
C -2.48 3.75 2.98
N -2.28 2.60 2.23
C -0.95 2.21 1.72
C -0.49 0.79 2.05
C 0.42 0.27 0.91
C 1.53 -0.67 1.38
O 1.25 -2.01 0.92
C 2.22 -2.55 0.14
O 3.30 -2.81 0.54
H -1.78 3.87 -2.03
H -0.64 2.91 -2.95
H -2.17 3.45 -3.71
H -4.78 3.03 -0.88
H -3.14 2.71 -0.36
H -5.60 1.25 0.25
H -4.52 0.18 -0.62
H -4.37 0.13 1.91
H -2.87 0.24 0.99
H -5.37 2.52 2.72
H -4.31 4.60 3.81
H -1.67 4.41 3.24
H -0.92 2.41 0.65
H -0.24 2.90 2.17
H 0.10 0.81 2.96
H -1.31 0.12 2.23
H -0.17 -0.18 0.12
H 0.91 1.15 0.49
H 1.68 -0.66 2.45
H 2.46 -0.35 0.92
H 1.96 -2.74 -0.90
N 6.07 -3.61 -3.17
C 6.74 -4.67 -3.61
C 6.83 -5.87 -2.92
C 6.19 -5.97 -1.69
C 5.49 -4.88 -1.21
C 5.46 -3.73 -1.99
H 7.22 -4.55 -4.58
H 7.38 -6.70 -3.33
H 6.24 -6.89 -1.12
H 4.98 -4.91 -0.26
H 4.92 -2.85 -1.65
```

* spin multiplicity: 1
* E_tot: -1166.46363 hartree
* charge: +1
* LUMO energy: -2.79 eV